i) {
  "formula": "C2H5BO",
  "method": "ωB97M-V/def2-TZVPD",
  "elements": ["B", "C", "C", "O", "H", "H", "H", "H", "H"],
  "coordinates": [[-2.077, 0.004, -0.013], [0.245, -1.297, -0.051], [1.331, -0.246, 0.011], [-0.928, -0.720, -0.023], [-2.538, 0.287, -1.055], [-2.607, 0.170, 1.016], [1.952, -0.337, -0.879], [0.929, 0.772, 0.072], [1.965, -0.439, 0.874]],
  "mulliken_charge": [0.126, -0.277, -0.673, 0.136, -0.043, -0.044, 0.268, 0.238, 0.271]
}



ii) {
  "formula": "C2H5BO",
  "method": "ωB97M-V/def2-TZVPD",
  "elements": ["B", "C", "C", "O", "H", "H", "H", "H", "H"],
  "coordinates": [[-1.481, 0.533, -0.265], [-0.146, -0.201, -0.177], [1.355, -0.461, 0.048], [-1.047, -0.552, 0.703], [-1.549, 1.580, 0.304], [-2.225, 0.192, -1.042], [1.763, -1.350, 0.440], [1.860, -0.054, -0.848], [1.470, 0.314, 0.837]],
  "mulliken_charge": [0.223, 0.368, -0.835, -0.412, -0.109, -0.109, 0.342, 0.284, 0.246]
}



iii) {
  "formula": "C2H5BO",
  "method": "ωB97M-V/def2-TZVPD",
  "elements": ["B", "C", "C", "O", "H", "H", "H", "H", "H"],
  "coordinates": [[0.751, 0.304, -0.314], [0.411, -1.111, -0.695], [-0.561, 0.439, 0.658], [-0.291, -1.959, -1.124], [0.738, 0.643, -1.552], [1.779, 0.473, 0.320], [-0.951, 1.447, 1.035], [-1.407, -0.031, 0.185], [-0.469, -0.205, 1.486]],
  "mulliken_charge": [-0.074, 0.569, -1.053, -0.327, -0.018, -0.069, 0.269, 0.324, 0.380]
}



Stability check: which of them is most stable? iii).



i) {
  "formula": "C15H29AgAs2IN5",
  "method": "ωB97M-V/def2-TZVPD",
  "elements": ["Ag", "C", "N", "C", "C", "N", "N", "C", "N", "N", "H", "H", "H", "H", "H", "H", "H", "H", "H", "H", "H", "C", "As", "C", "C", "C", "C", "C", "C", "C", "As", "C", "C", "H", "H", "H", "H", "H", "H", "H", "H", "H", "H", "H", "H", "H", "H", "H", "H", "I", "C", "H", "H"],
  "coordinates": [[-0.632, -0.281, 1.132], [-5.403, -2.320, -1.190], [-4.428, -1.247, -1.082], [-4.852, 0.097, -1.431], [-3.355, -1.378, -0.234], [-2.585, -0.405, 0.120], [-3.159, -2.644, 0.286], [-1.837, -3.027, 0.737], [-1.760, -3.142, 2.100], [-0.956, -3.282, -0.136], [-6.218, -1.983, -1.824], [-5.816, -2.621, -0.223], [-4.972, -3.193, -1.689], [-5.659, 0.032, -2.156], [-4.040, 0.644, -1.912], [-5.196, 0.667, -0.562], [-2.837, 0.473, -0.306], [-3.619, -3.392, -0.206], [-2.424, -2.588, 2.616], [-0.823, -3.149, 2.486], [-0.064, -3.510, 0.304], [1.980, -2.067, -1.657], [1.164, -0.383, -1.096], [1.205, 0.501, -2.850], [2.705, 0.513, -0.274], [3.942, -0.123, -0.182], [5.011, 0.483, 0.460], [4.857, 1.742, 1.018], [3.630, 2.380, 0.932], [2.547, 1.775, 0.301], [0.818, 2.698, 0.217], [1.464, 4.388, -0.545], [0.682, 3.300, 2.073], [2.832, -1.912, -2.318], [1.208, -2.632, -2.178], [2.285, -2.633, -0.777], [2.213, 0.485, -3.265], [0.866, 1.532, -2.754], [0.526, -0.030, -3.518], [4.076, -1.111, -0.602], [5.960, -0.034, 0.530], [5.685, 2.224, 1.523], [3.520, 3.363, 1.375], [2.298, 4.791, 0.028], [0.647, 5.109, -0.544], [1.784, 4.221, -1.572], [1.597, 3.786, 2.409], [0.465, 2.442, 2.707], [-0.144, 4.009, 2.143], [1.876, -2.254, 2.535], [0.816, -0.329, 2.690], [1.649, 0.371, 2.637], [0.469, -0.355, 3.722]],
  "mulliken_charge": [0.278, -1.025, 0.115, -1.142, 0.551, -0.382, -0.156, 0.015, -0.420, -0.522, 0.325, 0.372, 0.340, 0.334, 0.383, 0.368, 0.077, 0.239, 0.249, 0.156, 0.272, -1.469, 0.834, -1.188, 0.328, -0.158, -0.667, -0.864, -0.351, -0.166, 0.443, -1.194, -1.079, 0.475, 0.407, 0.331, 0.351, 0.334, 0.412, 0.311, 0.382, 0.378, 0.220, 0.326, 0.426, 0.331, 0.362, 0.208, 0.433, -0.245, -1.230, 0.286, 0.606]
}



ii) {
  "formula": "C15H29AgAs2IN5",
  "method": "ωB97M-V/def2-TZVPD",
  "elements": ["Ag", "C", "N", "C", "C", "N", "N", "C", "N", "N", "H", "H", "H", "H", "H", "H", "H", "H", "H", "H", "H", "C", "As", "C", "C", "C", "C", "C", "C", "C", "As", "C", "C", "H", "H", "H", "H", "H", "H", "H", "H", "H", "H", "H", "H", "H", "H", "H", "H", "I", "C", "H", "H"],
  "coordinates": [[1.314, 0.074, 0.204], [-0.176, -2.215, 5.592], [0.609, -1.411, 4.673], [1.400, -0.376, 5.295], [0.232, -1.242, 3.352], [0.332, -0.178, 2.657], [-0.228, -2.425, 2.784], [-0.831, -2.576, 1.537], [-0.697, -3.885, 1.080], [-1.507, -1.642, 1.001], [0.452, -2.932, 6.127], [-0.951, -2.757, 5.056], [-0.670, -1.578, 6.334], [1.921, -0.798, 6.154], [0.792, 0.468, 5.648], [2.152, -0.005, 4.599], [0.615, 0.607, 3.235], [0.186, -3.258, 3.172], [0.246, -4.238, 1.167], [-1.013, -3.992, 0.127], [-1.852, -1.956, 0.096], [1.730, -0.782, -4.104], [0.312, -0.461, -2.798], [-1.189, -1.126, -3.882], [-0.015, 1.457, -3.144], [0.169, 1.992, -4.417], [-0.088, 3.330, -4.678], [-0.546, 4.154, -3.661], [-0.740, 3.635, -2.389], [-0.471, 2.297, -2.115], [-0.679, 1.568, -0.312], [-0.980, 3.172, 0.744], [-2.515, 0.941, -0.437], [1.372, -0.685, -5.128], [2.102, -1.794, -3.946], [2.545, -0.081, -3.929], [-1.210, -0.635, -4.855], [-2.128, -0.934, -3.364], [-1.075, -2.202, -4.019], [0.520, 1.360, -5.223], [0.070, 3.727, -5.672], [-0.752, 5.199, -3.855], [-1.097, 4.289, -1.604], [-1.887, 3.694, 0.443], [-0.121, 3.835, 0.658], [-1.079, 2.852, 1.781], [-3.134, 1.738, -0.847], [-2.849, 0.645, 0.554], [-2.557, 0.068, -1.084], [2.852, -2.906, 0.441], [3.284, -0.739, 0.310], [3.937, -0.709, -0.559], [3.890, -0.584, 1.199]],
  "mulliken_charge": [-0.075, -1.103, 0.083, -1.233, 0.221, -0.308, -0.100, 0.263, -0.586, -0.409, 0.308, 0.371, 0.371, 0.320, 0.385, 0.424, 0.114, 0.338, 0.183, 0.279, 0.132, -1.316, 0.408, -1.163, 0.022, -0.295, -0.778, -0.639, -0.302, 0.213, 0.994, -1.392, -1.014, 0.383, 0.408, 0.393, 0.376, 0.303, 0.404, 0.214, 0.383, 0.385, 0.289, 0.395, 0.418, 0.336, 0.439, 0.396, 0.167, -0.191, -1.035, 0.390, 0.433]
}



Stability check: which of them is most stable? i).



i) {
  "formula": "C5H11NO2PS",
  "method": "ωB97M-V/def2-TZVPD",
  "elements": ["C", "C", "C", "C", "C", "N", "O", "O", "P", "S", "H", "H", "H", "H", "H", "H", "H", "H", "H", "H", "H"],
  "coordinates": [[-1.586, 0.985, 0.869], [1.708, 1.873, -0.236], [1.451, -0.929, 0.661], [0.707, 0.923, -0.889], [0.558, -0.348, -0.425], [-0.324, -1.279, -1.045], [-1.259, 2.061, 1.305], [-1.580, -0.158, 1.226], [-1.496, -2.013, -0.010], [-2.608, 1.245, -0.796], [1.155, 2.077, 0.598], [2.669, 1.463, 0.042], [1.908, 2.904, -0.811], [1.696, -0.175, 1.334], [0.882, -1.687, 1.272], [2.398, -1.497, 0.431], [-0.068, 1.383, -1.518], [-0.909, -0.975, -1.936], [-1.153, -3.323, -0.694], [-0.753, -2.665, 1.062], [-3.396, 0.139, -0.440]],
  "mulliken_charge": [0.713, -1.316, -1.048, -0.172, 0.273, -0.216, -0.650, -0.539, -0.194, -0.427, 0.358, 0.329, 0.256, 0.330, 0.174, 0.232, 0.325, 0.420, 0.044, 0.001, 0.108],
  "charge": -1
}



ii) {
  "formula": "C5H11NO2PS",
  "method": "ωB97M-V/def2-TZVPD",
  "elements": ["C", "C", "C", "C", "C", "N", "O", "O", "P", "S", "H", "H", "H", "H", "H", "H", "H", "H", "H", "H", "H"],
  "coordinates": [[-0.223, -1.415, -1.063], [-1.840, 0.681, 1.421], [-0.353, 0.564, 3.452], [2.002, -0.127, -2.172], [-0.709, 0.822, 2.039], [-0.722, -2.497, -1.486], [-0.139, 1.401, -1.819], [-0.308, -0.456, -3.634], [0.234, 0.028, -2.307], [0.732, 1.418, 1.036], [-2.667, 0.318, 1.838], [0.260, -1.384, -0.075], [-2.014, 0.970, 0.366], [0.468, 1.238, 3.624], [-1.227, 0.697, 4.060], [-0.156, -0.538, 3.623], [2.526, 0.815, -2.077], [2.285, -0.666, -1.201], [2.492, -0.798, -2.935], [-0.914, -2.329, -2.523], [0.272, 1.257, -0.167]],
  "mulliken_charge": [-0.103, -1.048, -1.122, -0.982, 0.746, -0.762, -0.789, -0.830, 0.938, -0.208, 0.343, 0.328, 0.297, 0.354, 0.319, 0.216, 0.322, 0.293, 0.302, 0.343, 0.043],
  "charge": -1
}



Stability check: which of them is most stable? ii).